[1]
The following is a DFT calculation (wB97M-V/def2-TZVPD) of 5 unconnected molecules or ions with the total composition H10O5 in a non-equilibrium geometry.

Molar mass ... 90.1 g/mol
Total energy ... -10399.644 eV
LUMO level ... 0.4 eV
Energy above the lowest of the compared OMol25 structures with the same formula, charge and spin ... 1.206 eV

Last column: natural (NBO) charge in e.
Cartesian coordinates (Å):
O 2.700333 0.531067 -0.261133  -0.98
H 3.318333 -0.036933 -0.728133  0.46
H 2.075333 -0.040933 0.210867  0.49
O -1.228667 -1.502933 -0.973133  -0.95
H -0.585667 -1.535933 -1.691133  0.49
H -1.966667 -1.954933 -1.401133  0.48
O -1.271667 0.348067 2.832867  -0.93
H -2.208667 0.581067 2.985867  0.48
H -1.096667 0.977067 2.138867  0.46
O -0.063667 1.092067 -2.092133  -0.93
H -0.222667 1.444067 -1.208133  0.47
H -0.267667 1.837067 -2.643133  0.46
O 0.625333 -0.606933 0.846867  -0.98
H -0.115667 -0.981933 0.348867  0.51
H 0.308333 -0.149933 1.633867  0.49

Atomic forces in eV per Å
O 0.57 0.34 -0.16
H -0.07 -0.01 0.08
H -0.11 -0.06 -0.18
O -0.22 -0.50 -0.73
H 0.36 0.46 0.09
H -0.22 0.06 0.52
O -1.18 0.35 0.25
H 0.52 -0.57 0.33
H 0.45 0.48 -0.51
O -0.14 -0.23 0.45
H 0.26 -0.33 0.06
H -0.07 0.48 -0.65
O 0.19 0.05 0.25
H -0.22 0.10 0.35
H -0.13 -0.62 -0.15

[2]
The following is a DFT calculation (wB97M-V/def2-TZVPD) of 5 unconnected molecules or ions with the total composition H10O5.

Molar mass ... 90.1 g/mol
Total energy ... -10399.935 eV
LUMO level ... 0.3 eV
Energy above the lowest of the compared OMol25 structures with the same formula, charge and spin ... 0.915 eV

Last column: natural (NBO) charge in e.
Cartesian coordinates (Å):
O 31.360054 -3.819430 12.664078  -0.95
H 31.146855 -3.216695 11.951690  0.48
H 32.261213 -4.089897 12.488007  0.49
O 29.017066 -4.241783 14.005430  -1.00
H 29.915748 -4.013074 13.768165  0.49
H 28.485618 -3.907448 13.282925  0.49
O 26.740043 -3.916650 15.991696  -0.95
H 26.656938 -3.024970 16.329697  0.46
H 27.321607 -3.833604 15.235974  0.49
O 27.192338 -3.341704 12.193820  -0.95
H 26.759918 -4.005012 11.655987  0.48
H 26.496901 -2.723031 12.417071  0.49
O 30.969076 -6.668534 14.608138  -0.95
H 30.400664 -7.434869 14.531535  0.47
H 30.488502 -5.968195 14.166771  0.48

Atomic forces in eV per Å
O 0.12 0.06 -0.07
H -0.14 0.20 -0.19
H 0.26 -0.20 0.13
O -0.17 -0.34 0.67
H 0.43 0.20 0.00
H -0.37 0.09 -0.41
O -0.46 -0.05 0.16
H -0.02 0.16 0.15
H 0.60 -0.18 -0.23
O 0.02 0.13 -0.25
H -0.06 -0.28 -0.14
H -0.14 0.23 0.17
O 0.45 -0.14 0.05
H -0.14 -0.14 0.03
H -0.38 0.26 -0.07

[3]
The following is a DFT calculation (wB97M-V/def2-TZVPD) of 5 unconnected molecules or ions with the total composition H10O5.

Molar mass ... 90.1 g/mol
Total energy ... -10399.491 eV
LUMO level ... 0.1 eV
Energy above the lowest of the compared OMol25 structures with the same formula, charge and spin ... 1.359 eV

Last column: natural (NBO) charge in e.
Cartesian coordinates (Å):
O 4.913920 -12.316290 13.402780  -0.95
H 5.029310 -12.112520 12.474670  0.48
H 4.451850 -13.154560 13.408790  0.47
O 2.970780 -12.113220 17.218550  -0.94
H 3.597690 -12.137050 16.495610  0.47
H 3.511780 -12.016440 18.002250  0.47
O 5.949690 -10.557210 9.943590  -0.94
H 5.976770 -11.008630 9.099960  0.47
H 6.869130 -10.438660 10.181950  0.47
O 4.490350 -15.337170 9.355810  -0.93
H 5.370840 -14.972280 9.444210  0.47
H 4.063330 -14.778890 8.706030  0.47
O 2.519560 -8.979280 14.152670  -0.94
H 3.049650 -9.767960 14.037720  0.47
H 1.628170 -9.256240 13.940670  0.47

Atomic forces in eV per Å
O 0.00 0.14 0.30
H 0.07 0.18 -0.33
H -0.12 -0.25 0.01
O -0.25 -0.07 -0.01
H 0.17 0.04 -0.24
H 0.10 0.04 0.21
O -0.22 -0.07 0.19
H -0.03 -0.07 -0.24
H 0.25 0.10 0.11
O -0.08 -0.14 0.14
H 0.25 0.04 0.05
H -0.17 0.11 -0.17
O 0.05 0.25 0.03
H 0.22 -0.24 -0.02
H -0.23 -0.04 -0.02

[4]
The following is a DFT calculation (wB97M-V/def2-TZVPD) of 5 unconnected molecules or ions with the total composition H10O5.

Molar mass ... 90.1 g/mol
Total energy ... -10399.814 eV
LUMO level ... 0.3 eV
Energy above the lowest of the compared OMol25 structures with the same formula, charge and spin ... 1.036 eV

Last column: natural (NBO) charge in e.
Cartesian coordinates (Å):
O 1.418661 -1.343435 0.910777  -0.97
H 2.140303 -1.150282 1.526162  0.49
H 1.844628 -1.441477 0.048406  0.49
O 0.746260 -0.960320 3.786562  -0.94
H 0.502660 -0.964923 2.852178  0.48
H 1.132868 -1.829073 3.945171  0.47
O -0.289647 0.394755 -0.686870  -0.98
H -0.922933 -0.128627 -1.191680  0.48
H 0.017788 -0.196174 0.026069  0.49
O -2.333145 -0.538689 -3.927005  -0.94
H -2.729956 0.149183 -3.379724  0.47
H -2.679055 -0.372433 -4.810949  0.47
O 0.156429 2.998389 0.548321  -0.96
H 0.979252 3.289203 0.143241  0.46
H 0.015892 2.093899 0.209343  0.49

Atomic forces in eV per Å
O 0.29 -0.04 -0.06
H -0.14 0.06 -0.13
H -0.08 -0.01 0.14
O 0.17 -0.07 -0.14
H -0.11 -0.05 0.17
H -0.13 0.06 0.00
O 0.09 -0.45 0.31
H 0.06 0.13 0.01
H -0.06 0.22 -0.28
O -0.09 0.12 0.08
H 0.02 -0.05 -0.11
H 0.06 -0.04 0.07
O 0.05 -0.36 -0.06
H -0.07 -0.03 0.01
H -0.05 0.48 -0.04

[5]
The following is a DFT calculation (wB97M-V/def2-TZVPD) of 5 unconnected molecules or ions with the total composition H10O5 in a non-equilibrium geometry.

Molar mass ... 90.1 g/mol
Total energy ... -10399.823 eV
LUMO level ... 0.0 eV
Energy above the lowest of the compared OMol25 structures with the same formula, charge and spin ... 1.026 eV

Last column: natural (NBO) charge in e.
Cartesian coordinates (Å):
O 0.990965 -0.851440 3.202400  -0.96
H 0.725037 -1.180244 2.334276  0.49
H 1.139759 0.082164 3.149118  0.47
O -3.293209 1.575509 -0.879347  -0.95
H -3.677853 1.498247 -1.716798  0.46
H -2.421280 1.160425 -0.998212  0.48
O 0.325911 -1.260760 0.390765  -0.98
H 0.169595 -2.155717 0.135879  0.49
H -0.283652 -0.674675 -0.089022  0.51
O -0.839600 0.663199 -1.580814  -0.97
H -0.436108 0.520496 -2.487416  0.50
H -0.363286 1.436218 -1.273573  0.49
O 2.757374 0.073433 -0.192255  -0.97
H 1.859264 -0.282405 -0.177748  0.48
H 3.347082 -0.604450 0.182747  0.47

Atomic forces in eV per Å
O -0.07 -1.07 0.48
H 0.04 0.52 -0.05
H 0.06 0.64 -0.36
O 1.06 0.06 1.93
H -1.06 -0.10 -1.91
H -0.54 0.16 0.00
O 0.13 1.13 0.32
H -0.36 -0.83 -0.46
H -0.05 -0.44 -0.06
O 1.24 -0.53 -1.68
H -0.83 0.04 1.50
H 0.18 0.41 0.25
O 0.54 0.07 -0.09
H 0.29 -0.43 0.31
H -0.63 0.37 -0.19

[6]
The following is a DFT calculation (wB97M-V/def2-TZVPD) of 5 unconnected molecules or ions with the total composition H10O5 in a non-equilibrium geometry.

Molar mass ... 90.1 g/mol
Total energy ... -10399.132 eV
LUMO level ... 0.0 eV
Energy above the lowest of the compared OMol25 structures with the same formula, charge and spin ... 1.718 eV

Last column: natural (NBO) charge in e.
Cartesian coordinates (Å):
H 0.180766 0.797163 1.297428  0.47
H 0.610105 -0.587278 1.843699  0.47
H 3.338997 -1.638238 -0.173089  0.46
H 3.529178 -3.121638 -0.450922  0.47
H 0.954839 4.032320 -0.787469  0.47
H 2.255127 3.719928 -0.134431  0.47
H -3.777471 -0.097550 0.262794  0.48
H -2.569431 0.753372 0.673177  0.47
H -2.873606 -2.688457 -1.005879  0.46
H -1.951970 -1.693031 -1.688207  0.48
O 0.351186 0.326542 2.097280  -0.94
O 4.041748 -2.277176 -0.215384  -0.93
O 1.780671 3.585878 -0.981959  -0.93
O -3.372429 0.776151 0.173932  -0.95
O -2.497717 -1.887987 -0.910975  -0.94

Atomic forces in eV per Å
H -0.07 0.36 -0.95
H -0.34 1.05 0.15
H -0.35 0.66 0.06
H 1.33 1.77 0.52
H -0.37 0.09 -0.27
H -0.09 -0.26 -0.80
H 0.40 0.19 -0.09
H 0.62 -0.24 0.51
H -1.86 -4.33 -0.76
H -0.43 -0.23 0.33
O 0.40 -1.39 0.76
O -0.97 -2.42 -0.59
O 0.45 0.15 1.10
O -0.97 0.15 -0.43
O 2.26 4.46 0.46

The evaluated orbital gap for the records listed, in turn: 10.49; 11.12; 11.31; 11.04; 10.89; 11.18 eV.